Molecular formula: C24H25N2
Method: DFT, wB97M-V/def2-TZVPD

Relative energy (zero: lowest compared OMol25 entry of this formula, charge and spin): 219.16 kJ/mol
SMILES: CC(C)=[N+](Cc1ccccc1)[C@H](C)n1c2ccccc2c2ccccc21
Charge: +1
Max |F|: 2.19 eV/Å
M: 341.48 g/mol
Electronic energy: -28265.86479 eV

Geometry as XYZ:
```
51
Properties=species:S:1:pos:R:3:mulliken_charge:R:1
C 1.17235 4.46001 1.62004 -1.5233
C 1.36800 3.15758 0.93777 0.4562
C 2.71339 2.51600 1.04217 -0.8600
N 0.37898 2.56725 0.29158 0.6387
C -0.00333 1.21489 0.80811 -1.0594
C -1.43064 0.93832 1.32628 0.7232
C -2.56973 1.42264 0.68598 0.0458
C -3.85617 1.11288 1.16753 -0.6888
C -4.01026 0.33070 2.31400 -0.4135
C -2.87768 -0.20584 2.93936 -0.6332
C -1.59621 0.07324 2.42211 -0.5056
C 0.04931 3.39316 -1.21213 -0.2099
C -0.58028 2.39302 -2.14028 -1.6828
N 1.21333 4.10494 -1.75728 0.8324
C 1.36243 5.48152 -2.04321 0.3062
C 0.48260 6.54648 -1.83653 -0.6984
C 0.90627 7.82639 -2.22609 -0.7201
C 2.15633 8.05785 -2.81889 -0.7187
C 3.01533 6.97545 -3.07095 -0.3494
C 2.59219 5.69407 -2.70262 0.2602
C 3.17372 4.40701 -2.91978 0.0476
C 4.39513 4.03862 -3.50683 -0.4467
C 4.67603 2.66085 -3.59322 -0.7989
C 3.74627 1.70432 -3.16223 -0.6983
C 2.52252 2.07580 -2.58107 -0.3052
C 2.27857 3.44148 -2.40779 0.3626
H 2.02886 5.13826 1.41095 0.4576
H 0.23028 4.93943 1.29139 0.3357
H 1.10293 4.28052 2.71813 0.3846
H 3.43616 3.23672 1.47060 0.4130
H 2.63879 1.62681 1.69709 0.3361
H 3.08157 2.19650 0.04934 0.2086
H 0.27658 0.42551 0.07989 0.4615
H 0.70239 1.03861 1.65016 0.3456
H -2.46617 2.07396 -0.18474 0.0940
H -4.72265 1.49036 0.63166 0.3936
H -5.01194 0.12334 2.70781 0.3711
H -2.99437 -0.84410 3.82283 0.3727
H -0.71558 -0.35515 2.91683 0.3409
H -0.64098 4.10968 -0.73072 0.6390
H -1.66595 2.56487 -2.25674 0.3362
H -0.09052 2.42892 -3.11623 0.4656
H -0.43155 1.39204 -1.74041 0.4122
H -0.49509 6.37579 -1.41574 0.4650
H 0.25338 8.68507 -2.07729 0.3872
H 2.45844 9.07847 -3.07606 0.3876
H 3.99360 7.11368 -3.52849 0.4058
H 5.10241 4.79978 -3.84133 0.4345
H 5.63575 2.32350 -3.99737 0.3778
H 3.97526 0.64153 -3.27579 0.4208
H 1.75921 1.36717 -2.30209 0.3924
```